The following is a quantum chemistry calculation of a structure of composition C49H85Br2N2O4P2S2Si2V at a distorted geometry, from OMol25.

```
149
Properties=species:S:1:pos:R:3:forces:R:3
Br -2.310836 1.905257 -2.542142 0.0 0.0 0.0
Br 1.557083 -2.009621 1.200788 -0.1 -0.3 0.0
V 0.341290 0.382929 0.394282 0.3 0.7 -0.6
S 1.665506 1.349733 2.127419 0.4 0.1 0.2
S -2.153253 0.183768 2.725187 0.5 -0.1 0.4
P 2.155330 -2.626520 -2.538666 -0.1 0.0 0.0
P 2.078184 1.082627 -1.185940 0.6 0.0 -0.2
Si -3.563814 3.250658 -3.815331 0.0 0.0 0.0
Si 2.989548 -3.217975 2.466068 0.1 -0.1 0.0
O -3.553375 -0.161978 2.611970 0.1 0.0 -0.1
O -1.790477 1.546743 2.993695 -0.2 -0.2 -0.1
O -1.283940 4.117980 0.010081 0.0 0.3 0.1
O -0.468488 2.096060 0.156964 0.1 -0.7 -0.2
N -1.130397 -0.797719 -0.672124 -0.1 0.0 0.0
N -1.274834 -0.379743 1.504310 -1.0 0.0 -0.1
C -1.483238 -0.767296 4.070725 0.0 0.2 0.2
C -6.364154 3.902057 -3.861448 0.0 0.0 0.0
C 3.631581 1.799699 -0.519176 0.0 0.1 0.0
C -5.556547 2.752673 -1.804357 0.1 0.0 0.0
C 1.484140 3.401955 3.833077 0.1 -0.1 0.0
C -3.048871 1.231590 -5.816324 0.1 0.1 0.1
C 1.914847 -4.720597 3.057504 0.1 0.1 0.0
C -1.507184 5.148865 -3.198457 0.0 -0.1 0.0
C 2.023439 -0.929364 -3.252167 -0.2 -0.1 -0.2
C 0.063117 -0.973700 5.883461 -0.7 0.2 0.4
C -0.369738 4.872418 2.458160 0.0 0.0 0.0
C -0.447567 -0.239716 4.822631 -0.2 0.0 0.0
C -2.668939 -2.099905 -1.949096 0.0 0.0 0.0
C -1.849085 -1.017101 0.442472 -0.2 -0.4 0.3
C 0.957088 -4.299733 4.181637 0.2 0.0 -0.3
C -2.008802 -2.012831 4.375661 -0.1 -0.1 0.0
C -5.825646 1.479613 -3.873388 0.0 0.0 0.0
C 1.068119 4.610608 4.339501 0.0 0.1 0.1
C -1.554753 -1.304777 -1.831210 0.1 -0.1 -0.1
C 1.082873 -3.535503 -3.727254 0.1 0.0 0.0
C 0.028577 3.640277 1.933564 -0.1 0.1 0.0
C 0.976099 2.874753 2.635052 -0.1 0.0 -0.1
C -3.366920 -2.409560 -0.777317 0.0 0.0 0.0
C -1.490525 -2.734364 5.432962 0.0 0.1 0.1
C 0.125933 5.364256 3.648498 0.0 0.0 0.0
C -4.181444 3.288700 -6.631101 0.0 -0.1 0.0
C 5.604086 -4.293240 1.930001 -0.1 0.0 -0.1
C -2.961680 -1.885009 0.422981 -0.1 0.0 0.1
C 3.876058 -4.757977 0.209288 0.0 0.0 0.1
C 4.380523 -3.710697 1.206924 0.0 0.0 0.2
C 1.512627 2.498536 -2.209696 0.0 0.0 0.0
C -0.445297 -2.225580 6.201388 -0.3 0.2 0.1
C 4.259489 -2.918894 5.002788 0.0 0.1 -0.1
C -3.139904 2.755782 -5.639009 0.0 0.0 0.1
C -0.630331 3.271875 0.621900 0.0 0.4 0.1
C 2.811230 -5.854556 3.578592 -0.1 0.1 0.0
C 4.851625 -2.519279 0.361628 -0.1 0.0 0.1
C 2.894509 0.095125 -2.539226 0.1 0.2 0.0
C 4.566296 -1.014794 3.421951 0.0 -0.1 0.0
C 3.579712 -2.085867 3.902120 -0.1 0.0 0.0
C 3.791134 -3.108346 -3.240803 -0.1 0.1 0.0
C -3.626894 5.516571 -2.048257 0.0 0.0 -0.1
C -1.765653 3.294281 -6.050824 0.0 0.0 0.0
C -3.466833 6.048199 -4.468346 0.0 0.0 0.0
C 2.403831 -1.319957 4.535058 0.4 -0.6 -0.4
C -3.029088 5.053434 -3.383144 0.0 -0.1 -0.1
C -5.389858 2.843732 -3.327702 0.1 0.0 -0.1
C 1.020572 -5.302033 1.950701 0.1 0.1 0.1
C 0.119282 -3.023373 7.339608 0.0 0.0 0.1
H 0.684114 -3.879166 6.973733 0.0 -0.1 0.0
H -4.344598 4.358933 -6.542462 0.0 0.2 0.0
H 3.246491 0.824241 -3.275898 0.1 0.0 0.1
H -1.252088 6.192564 -3.004467 0.0 0.1 0.0
H -0.047439 0.729471 4.562862 0.0 0.1 0.0
H 5.515316 -1.428102 3.090232 0.1 -0.1 -0.1
H 2.287667 -0.974498 -4.316241 -0.1 0.0 0.0
H 6.071325 -3.574968 2.595899 0.1 0.2 0.1
H 4.655695 -2.233845 5.756355 0.0 0.0 0.1
H 0.039773 -3.306723 -3.531954 -0.2 0.1 0.0
H 0.785074 2.151210 -2.943614 -0.1 0.0 0.0
H 0.309972 -5.146643 4.422275 -0.1 -0.1 0.0
H -5.142533 2.794798 -6.513433 -0.1 -0.1 0.0
H -3.942496 0.703893 -5.510019 -0.2 -0.1 0.1
H -6.823812 1.253663 -3.490865 -0.1 0.0 0.0
H 4.776473 -0.347463 4.260025 0.0 0.1 0.1
H 1.579067 -5.706809 1.115176 0.1 0.0 -0.1
H 0.313922 -3.474964 3.882596 0.1 0.0 -0.1
H -3.499301 -2.084879 1.335280 0.0 0.0 0.0
H -3.167947 7.053952 -4.160159 0.0 0.1 0.0
H 4.134105 1.059992 0.106435 0.0 0.0 0.0
H -1.099676 5.430215 1.889853 0.0 0.0 0.0
H 3.516945 -5.529360 4.338546 0.1 0.1 0.1
H 3.559839 -3.578978 5.507301 -0.1 -0.1 0.1
H -0.216473 6.315696 4.035013 0.0 0.0 0.0
H 4.034864 -2.088453 -0.209971 -0.1 0.1 -0.1
H 1.316924 -3.286626 -4.764598 0.0 0.0 0.0
H 4.648462 -4.919199 -0.546336 0.1 0.0 -0.1
H 5.090352 -3.520675 4.641771 0.1 -0.1 -0.1
H 0.787521 -2.418513 7.946745 0.1 0.1 0.1
H -5.282172 3.660070 -1.280985 0.1 0.1 0.1
H -0.943472 4.830829 -4.069523 0.1 -0.1 -0.1
H -7.386553 3.609449 -3.603751 -0.1 0.0 0.0
H 2.180589 -6.624713 4.027694 -0.1 -0.1 0.0
H 0.876496 -0.564219 6.469329 -0.1 0.0 0.1
H 1.605744 -1.963081 4.893501 0.5 -0.1 -0.3
H 3.953226 -4.171893 -3.080061 0.0 -0.1 0.0
H 0.975205 -0.622826 -3.197549 0.0 0.0 0.0
H -2.981471 -2.463662 -2.917389 0.0 0.0 0.0
H -4.545859 6.060362 -4.609530 -0.2 0.0 0.0
H 1.009053 3.236809 -1.589159 0.0 0.0 0.1
H 3.852837 -2.898020 -4.308966 0.0 0.0 -0.1
H 2.978000 -4.427328 -0.307282 -0.1 0.1 0.0
H -0.987645 2.954682 -5.370436 0.1 0.0 0.1
H -1.724865 4.379311 -6.098658 0.0 0.1 0.0
H 2.364316 2.954769 -2.721461 0.0 0.0 0.0
H -6.606687 2.546998 -1.585929 -0.1 0.0 0.0
H -6.318478 4.008638 -4.942693 0.0 0.0 -0.2
H 1.217787 -4.606828 -3.584801 0.0 -0.1 0.0
H 0.323474 -4.565922 1.564787 -0.1 0.1 0.0
H -2.829032 -2.403061 3.791552 -0.1 0.0 0.0
H 3.390542 2.649433 0.119110 0.0 0.0 0.0
H 4.588247 -2.575193 -2.729652 0.1 0.1 0.1
H -6.188326 4.880355 -3.422212 0.0 0.1 0.1
H 5.309520 -1.732090 0.945738 0.1 0.2 0.2
H 5.599067 -2.880913 -0.348084 0.1 0.0 -0.1
H -1.186827 4.569515 -2.335946 0.0 0.0 0.1
H 0.435566 -6.117479 2.382752 0.0 -0.1 0.0
H 1.969106 -0.597051 3.844425 0.0 0.0 0.0
H 4.140926 -0.402651 2.630082 -0.1 0.1 -0.1
H 2.783729 -0.763879 5.394084 0.1 0.1 0.1
H -0.981377 -1.034149 -2.702761 0.1 0.0 -0.1
H -2.214443 0.820962 -5.250913 0.0 0.0 0.0
H 2.227252 2.816811 4.361746 0.0 0.0 0.0
H -3.273934 6.532363 -1.854086 0.0 0.1 0.0
H -5.158520 0.685539 -3.542206 0.1 -0.1 0.0
H -4.963839 1.942882 -1.384608 0.0 -0.1 0.0
H -3.005514 5.856448 -5.435361 0.0 0.0 -0.1
H -4.713664 5.549759 -2.059471 -0.1 0.0 0.0
H -0.672090 -3.406461 7.983158 0.0 0.0 0.0
H -3.285694 4.896254 -1.223798 0.0 -0.1 0.1
H 1.472158 -4.017514 5.095007 0.1 0.0 0.0
H -2.880709 1.014706 -6.873659 0.0 0.0 -0.1
H 3.681696 -5.716755 0.679966 -0.1 -0.2 0.1
H -3.839027 3.092910 -7.650727 0.0 0.0 -0.1
H 6.353205 -4.577725 1.186367 0.1 0.0 -0.1
H 3.373281 -6.325882 2.778761 0.1 -0.1 -0.2
H -5.883143 1.457489 -4.958756 0.0 0.0 -0.1
H 1.477878 4.969051 5.277619 0.0 0.0 0.0
H -1.524350 2.912566 -7.046097 0.0 0.0 -0.1
H 3.790079 -0.363744 -2.111519 0.0 -0.1 0.0
H 5.365446 -5.182971 2.508571 -0.1 -0.1 0.1
H -1.900810 -3.706695 5.670035 0.0 -0.1 0.0
H 4.292848 2.113329 -1.330764 0.0 0.0 0.0
H -4.231668 -3.061500 -0.813703 0.0 0.0 0.0
```
Forces are in eV/Å.

- total charge = -1
- <S²> = 0.773
- 2S+1 = 2
- LUMO (spin up / spin down) (eV) = 2.1 / 2.1

***

The following is a quantum chemistry calculation of a cluster of 13 separate species, C49H87N7O26 in total at a distorted geometry, from OMol25.

```
169
Properties=species:S:1:pos:R:3:forces:R:3
O -8.182396 4.642857 -0.160189 0.2 -0.7 0.1
O 3.703194 6.045197 -0.183009 0.3 0.3 1.1
O 6.921004 -5.452673 1.820781 -0.9 1.2 -0.9
O 3.830174 -0.963113 5.861501 0.0 0.7 1.2
O 3.084344 4.360197 1.881111 -1.0 -1.5 -1.1
O -1.589406 -2.310973 4.460701 -0.5 -1.7 0.3
O 0.992634 3.627647 -3.165469 1.0 0.9 0.9
O 4.041964 -6.429963 -3.100029 0.5 0.7 0.7
O -4.832246 -0.272623 -3.420439 0.6 0.4 -3.7
O 3.596244 -0.989483 -3.258769 -0.1 -3.6 0.9
O 1.470394 -5.081343 2.443891 1.6 -0.3 0.2
O 5.608544 -6.561693 4.029841 1.7 -0.7 0.6
O 2.776534 -3.305853 0.775221 0.1 -1.1 0.7
O 1.222654 0.209077 -4.516439 0.5 0.1 -0.4
O 1.194974 1.422777 -1.298799 0.1 2.3 -0.6
O 1.627314 -2.506213 -4.272979 1.4 -2.9 1.0
O -0.083506 -0.182843 1.798421 0.9 -1.0 -1.0
O 5.948084 -4.864053 -1.779049 -0.8 1.6 -0.8
O -5.519046 3.218587 0.491341 -2.0 1.1 -0.2
O -2.363576 -2.400823 -6.806519 -0.3 0.1 -0.8
O -4.288736 -0.040553 -1.284259 -1.8 -1.5 -1.4
O -0.978236 2.609827 1.860081 -0.6 0.8 -0.1
O 3.019934 1.707197 7.069451 0.7 1.1 -1.4
O -1.377376 2.087637 -2.693099 1.2 -0.6 1.2
O 5.894304 -2.235603 2.831031 0.0 0.3 -0.5
O -6.183956 -1.125483 -2.064399 -0.5 -0.5 0.2
N -2.982586 -3.818363 5.445491 -1.3 -0.5 -0.5
N -2.603946 3.571847 -3.891449 -1.4 -1.5 0.3
N -2.464646 -3.764903 -5.014189 -0.8 0.0 1.4
N 5.748194 -0.255983 1.653631 0.4 0.5 -1.6
N -1.516156 0.399627 -0.394959 0.4 0.6 -0.9
N -0.040826 1.356127 -5.975639 0.4 0.5 -0.8
N -1.181716 4.889897 2.298031 0.2 -2.6 0.2
C 3.587544 -5.982253 3.118141 -3.3 1.9 -1.0
C 2.091594 2.851427 0.302321 0.3 1.6 0.9
C 2.942374 5.132247 -0.367489 -0.9 -0.6 -2.7
C -0.461776 -1.484323 -1.857719 -0.3 1.5 1.9
C -1.318086 -4.552563 -5.404499 0.1 -0.8 -0.1
C 6.359064 -1.180233 2.444671 0.3 1.1 0.6
C -2.358736 2.355997 -3.339299 -0.8 1.7 -1.5
C 2.767094 -4.533183 -3.565879 -2.0 2.0 -0.5
C -3.238256 -5.229533 5.676711 -1.5 -0.4 0.4
C -7.734866 3.384377 -0.727149 -0.3 1.0 1.1
C 1.117814 1.102597 -5.345939 -0.8 0.0 1.6
C -3.814846 3.653647 -4.731039 -0.1 0.3 0.3
C 4.894464 -4.239773 -2.424019 1.7 -2.1 1.3
C 1.571834 2.569597 -1.029169 0.4 -0.6 0.9
C 2.855284 -5.074193 2.355631 -1.6 -2.9 2.4
C 2.747034 0.493687 7.626571 0.2 -1.5 1.8
C 2.280194 4.953007 -1.683539 -0.6 -0.6 0.6
C 3.664134 -2.236173 -3.052069 1.7 2.7 -1.1
C 2.538794 1.780257 5.747421 -0.5 1.5 -0.4
C -1.868786 -3.484763 4.793331 0.9 3.3 -0.9
C 0.039354 4.886887 3.042551 1.5 1.9 -0.3
C 6.287554 1.087957 1.288291 0.1 -0.6 1.8
C -1.871206 6.135207 2.219851 -1.7 0.9 -0.4
C 0.871164 -0.406273 2.881441 -1.1 0.6 -0.6
C 5.014974 -5.997333 3.166341 -1.5 1.1 -1.7
C -1.810926 4.805087 -3.741429 -1.5 -0.7 -0.3
C 0.046694 2.217787 -7.168789 -1.8 -0.1 0.6
C -0.882266 -0.962473 -0.397409 -0.6 -0.3 -0.3
C 3.877994 -5.227743 -3.008209 0.4 0.9 -0.4
C -1.129176 0.405547 -5.881679 -0.7 -0.9 -0.6
C -2.942166 -2.778723 -5.814839 1.0 0.3 0.8
C 4.507624 -0.601663 1.031211 -0.9 -0.1 -0.3
C -4.557486 2.883657 -0.470109 0.0 -0.8 1.1
C -2.958036 -3.919893 -3.616649 0.8 0.5 -0.6
C 1.603374 3.819547 -1.956749 -0.5 -1.3 -1.4
C -6.852806 2.713007 0.299701 0.7 0.4 0.5
C 2.703934 -1.693353 5.479611 -0.5 -0.3 -0.1
C -1.590236 3.676347 1.801261 -0.1 1.3 -0.2
C -9.001316 5.380427 -1.054729 1.3 -0.6 -1.3
C 5.589434 -5.223943 2.001151 2.0 -1.3 0.9
C -4.178546 -2.886103 5.626891 1.5 -0.7 0.2
C 3.780224 -0.622633 7.284921 0.3 -0.1 -1.0
C 4.813084 -2.901243 -2.454639 0.0 0.1 0.2
C 3.419234 -4.153883 1.398741 2.4 0.8 -1.0
C -5.118776 -0.525433 -2.303759 1.4 1.2 3.7
C 2.635724 4.057057 0.607061 1.1 0.0 2.1
C 2.689294 -3.166623 -3.649329 -2.6 0.3 -1.0
C 4.872914 -4.393313 1.239921 0.1 0.9 -0.4
C 0.228334 -1.016323 0.646981 -0.3 0.3 0.9
H 5.635374 -2.292803 -2.108179 0.0 0.0 0.2
H -1.351646 -1.577313 -2.480279 0.1 -0.4 0.0
H 0.880454 2.919237 -7.138429 0.4 -0.7 -0.2
H -9.801376 4.758037 -1.455509 -0.5 0.2 0.4
H 3.725354 -0.066873 1.569871 -0.5 -0.4 0.1
H 4.802594 -0.362873 7.559471 0.0 1.0 -0.4
H 0.731594 -1.406723 3.291001 0.0 0.1 0.1
H 0.206344 -2.061683 0.954941 0.6 -0.2 0.1
H 2.725344 0.694487 8.697691 0.7 -0.4 0.4
H -3.897906 -1.869643 5.350931 0.3 -0.1 0.6
H -4.813396 -0.301623 -0.523889 0.1 0.1 1.2
H -1.231146 4.863137 -4.662619 0.6 0.5 0.5
H 1.449864 1.776767 5.795711 -0.3 -0.9 -0.3
H 7.297274 -6.065283 2.456961 -0.4 -0.2 0.6
H -4.400776 2.735997 -4.782919 0.8 -0.6 -0.2
H -1.607576 -5.601463 -5.340469 0.0 -0.2 -0.4
H 2.275274 5.784597 -2.372619 0.2 -0.1 -0.1
H -2.550606 3.806437 1.278791 -0.1 -0.3 0.0
H 6.886964 1.368997 2.154211 0.5 0.1 -0.3
H 1.895504 -5.078953 -3.895829 0.2 -0.3 -0.4
H 1.904544 -0.246503 2.573721 0.0 -0.2 -0.3
H -1.099296 0.980267 -1.108539 0.3 0.5 -0.8
H -4.035426 2.144727 0.137791 1.3 -0.2 -0.8
H 0.116834 -2.400743 -1.741559 -0.3 -0.1 -0.1
H 2.999474 1.106007 5.025431 -0.2 -0.4 0.3
H -3.949146 3.757617 -0.702979 0.0 -0.1 -0.2
H -7.347196 2.863527 1.259391 0.1 -0.1 0.1
H -0.981456 -4.302703 -6.410659 -0.3 0.0 0.1
H -4.265136 -5.418693 5.363921 -0.1 -0.2 -0.3
H 1.971284 2.178427 1.138381 -0.1 -0.5 -0.2
H -4.599836 4.275677 -4.300939 0.4 0.9 0.0
H 5.983094 -5.797633 -1.999979 -0.4 -0.5 -0.2
H 3.571134 5.187387 1.900931 0.2 0.5 -0.5
H 7.325864 -0.791113 2.799761 0.2 -0.2 0.0
H -5.071336 -3.084443 5.033851 0.3 -0.8 -0.4
H -1.110816 -0.388353 -6.628329 0.5 0.0 -0.4
H -1.163186 -0.170653 -4.957049 0.3 0.6 0.3
H 0.687444 5.532577 2.449961 0.7 -0.2 -0.2
H -2.072136 -3.961383 -2.982959 0.1 -0.2 0.1
H -2.109606 0.840617 -6.075519 0.1 0.6 0.3
H -1.263826 7.035857 2.130351 0.7 -0.5 -0.1
H -2.531956 6.355957 3.058161 0.1 -0.4 0.5
H 5.452704 -3.754853 0.589831 -0.2 -0.1 -0.4
H -2.547356 6.196787 1.367141 0.1 -0.4 -0.3
H 4.364044 -1.681613 0.996471 -0.2 0.3 0.5
H -2.620726 -5.954083 5.145881 0.3 0.5 -0.1
H 3.042284 -6.651633 3.767011 0.0 0.0 0.1
H -3.581646 -4.781413 -3.377929 0.0 -0.2 -0.5
H 0.191364 -0.741163 -2.315129 0.1 0.0 0.0
H 1.824824 -1.568803 -4.335049 0.2 1.1 0.2
H 1.690154 0.251117 7.515831 -0.2 -0.6 -0.8
H -8.600166 2.730467 -0.835529 -0.2 -0.1 -0.3
H -1.431426 0.942467 0.452531 0.8 0.0 1.3
H 2.596194 -2.584163 6.098441 0.1 -0.4 -0.1
H 2.677684 2.785217 5.348851 0.7 0.2 0.3
H -1.129776 -4.261373 4.542451 -0.4 -0.4 0.4
H 3.746844 -1.552793 7.852171 -1.2 -0.2 0.2
H -3.267676 -5.513893 6.728551 0.4 0.3 0.2
H 0.629184 0.374547 3.602461 -0.1 -0.3 0.2
H -0.098916 1.568547 -8.032139 0.8 0.3 -0.4
H -0.819656 2.879077 -7.184369 -0.3 0.0 0.1
H 1.201864 -0.743153 0.239901 0.0 0.0 -0.1
H 1.149094 -4.586243 1.686761 -0.1 0.5 -0.2
H 1.846164 1.918717 -5.470979 0.4 -0.4 -0.2
H -3.480936 -3.018623 -3.296649 -0.2 0.0 -0.3
H 6.840014 1.210677 0.356721 0.0 -0.6 0.0
H -4.929336 2.373697 -1.358789 -0.2 0.3 -0.2
H -7.226026 3.501827 -1.683909 0.0 0.3 -0.2
H -3.816726 -2.243283 -5.414019 -0.2 -0.3 0.0
H -8.349056 5.563387 -1.908649 -0.1 0.3 -0.5
H -1.301636 4.854947 -2.779019 0.4 -0.3 -0.5
H -3.151576 1.638577 -3.601819 0.2 -0.2 0.2
H -4.461056 -3.056673 6.665731 -0.1 0.7 0.0
H -6.790056 1.640497 0.115621 -0.1 -0.3 -0.2
H 5.513094 1.854927 1.296941 -0.5 -0.4 -0.1
H -0.034566 5.523547 3.924191 -0.4 -0.7 0.6
H -2.586856 5.570587 -3.735389 0.3 0.4 -0.1
H -3.524966 3.989757 -5.726579 -0.3 0.0 0.0
H 1.754774 -1.168863 5.589591 -0.1 0.5 0.1
H 2.769014 -1.947653 4.421691 0.4 -0.2 0.1
H -0.444486 -4.491293 -4.755519 -0.1 0.7 0.3
H 0.461974 2.828677 -3.124909 -0.4 -0.7 0.1
H 4.387224 -0.275533 -0.001859 0.6 0.3 -0.2
H -2.507436 0.413207 -0.588059 -0.2 -0.5 -0.4
H -9.289656 6.376487 -0.718819 -0.2 -0.5 0.7
H -1.731466 -1.527393 -0.012929 0.3 -0.7 0.0
H 0.565954 3.940527 3.165811 -0.7 0.0 0.1
```
Forces are in eV/Å.

- total charge = +1
- <S²> = 0.758
- 2S+1 = 2
- LUMO (spin up / spin down) (eV) = -3.5 / -6.9

***

> Among the records above, which one has the lowest total charge?

C49H85Br2N2O4P2S2Si2V

***

> Look up the total charge of the second one.

+1